1.
# C23H37ClCuN5O3S2

A molecular structure, C23H37ClCuN5O3S2 (ωB97M-V with the def2-TZVPD basis set, OMol25).

Last column: Löwdin charge in e.
Geometry (Å):
Cu1 0.6518 -0.7583 3.4363  0.450
C1 2.0897 -1.1357 5.9797  -0.119
C2 2.2499 -0.9052 4.4772  -0.494
O1 3.4065 -0.7057 4.0782  -0.125
H1 1.0476 -1.3772 6.3078  0.062
H2 2.5033 -0.3005 6.5347  0.067
H3 2.6649 -2.0429 6.1868  0.072
O2 0.8948 -5.5565 2.2256  -0.519
S1 0.3447 -4.4578 1.4490  0.863
C3 -0.4457 -5.2323 -0.0373  -0.311
C4 0.6440 -5.6431 -1.0296  -0.207
C5 1.9569 -4.9921 -0.5469  -0.238
C6 1.6553 -3.8731 0.3936  -0.407
H4 -1.0839 -4.4575 -0.3969  0.059
H5 -1.0854 -6.0449 0.3423  0.097
H6 0.2092 -5.3104 -1.9993  0.116
H7 0.6872 -6.7352 -1.0229  0.107
H8 2.6302 -4.5286 -1.3523  0.137
H9 2.5395 -5.7664 -0.0464  0.109
H10 1.3495 -2.9698 -0.1361  0.038
H11 2.5440 -3.7069 0.9918  0.091
N1 4.1135 0.7129 0.3426  0.099
C7 3.3363 -0.3370 0.1789  -0.988
N2 3.0787 -1.0349 1.2867  0.124
S2 2.7014 -0.8287 -1.2959  0.609
H12 4.4274 0.9487 1.2611  0.116
H13 4.4653 1.1848 -0.4768  0.110
H14 3.5021 -0.8040 2.1978  0.075
H15 2.5953 -1.8593 1.1796  0.001
C8 -3.2488 0.8419 -3.6897  -0.042
C9 -3.1748 1.3784 -2.2543  -0.511
C10 -3.6748 2.8417 -2.3794  -0.060
C11 -4.1286 0.6365 -1.2881  -0.030
C12 -1.7540 1.3349 -1.6483  -0.415
O3 -1.9825 1.9885 -0.4104  0.001
C13 -0.7463 2.0085 -2.5789  -0.102
C14 0.6362 2.2079 -1.9127  -0.115
C15 0.7336 3.3160 -0.8249  -0.209
C16 1.5482 2.9349 0.2424  -0.052
C17 1.6741 3.7982 1.3071  -0.086
C18 0.9439 4.9704 1.3195  -0.643
Cl1 0.9191 5.9860 2.7481  0.656
C19 0.0299 5.2664 0.3433  -0.106
C20 -0.0497 4.4439 -0.7447  -0.047
C21 -1.2326 -0.1593 -1.4311  -0.041
N3 -1.1822 -0.5010 -0.0533  -0.096
C22 -0.3067 -0.0335 0.8748  -0.106
N4 -0.6249 -0.5134 2.0674  -0.008
C23 -1.8311 -1.1841 1.7907  -0.157
N5 -2.2216 -1.1256 0.5398  0.142
H16 -4.2904 0.8310 -3.9485  0.082
H17 -2.8476 -0.1132 -3.8224  0.058
H18 -2.7553 1.5298 -4.3951  0.095
H19 -4.6042 2.9197 -2.9700  0.086
H20 -3.0303 3.6953 -2.8296  0.105
H21 -3.9556 3.2374 -1.4222  0.068
H22 -5.1726 0.9305 -1.4280  0.091
H23 -3.8347 0.7511 -0.2561  0.068
H24 -4.0274 -0.4167 -1.5700  0.079
H25 -1.2819 2.6117 -0.1739  0.082
H26 -1.1562 2.9557 -2.8793  0.090
H27 -0.5334 1.4051 -3.4666  0.132
H28 1.3763 2.4082 -2.6601  0.115
H29 0.9830 1.3535 -1.3367  0.023
H30 2.1576 2.0342 0.2707  0.080
H31 2.3789 3.5533 2.0990  0.115
H32 -0.6646 6.0296 0.5458  0.097
H33 -0.8008 4.6100 -1.5344  0.128
H34 -0.2197 -0.2342 -1.8564  0.101
H35 -1.8182 -0.8608 -1.9862  0.119
H36 0.5507 0.5332 0.5744  0.099
H37 -2.4539 -1.6840 2.5186  0.118

Atoms 1-2, force components in eV/Å:
0.5471 -0.0005 -0.1058
-0.4992 -0.9474 -0.1104

* Kohn-Sham gap: 7.93 eV
* spin multiplicity: 1
* E_LUMO: 0.014 Eh
* HOMO energy: -7.54 eV

***

2.
# C9H14N2O7

C9H14N2O7 in the gas phase (ωB97M-V with the def2-TZVPD basis set, OMol25).

Last column: Löwdin charge in e.
Geometry (Å):
N1 1.9054 -2.2668 0.0533  0.047
C1 1.7259 -1.0069 -0.6437  -0.302
C2 1.1295 -1.3155 -2.0282  -0.131
C3 0.8947 -0.1352 -2.9706  -0.071
C4 -0.4169 0.6112 -2.8051  -0.524
O1 -0.6418 1.6766 -3.3114  0.122
O2 -1.3230 -0.0630 -2.0707  0.098
C5 0.9622 0.0915 0.1131  -0.376
O3 1.0256 1.2792 -0.2491  0.052
N2 0.2710 -0.2676 1.2271  0.105
C6 -0.4820 0.6795 2.0230  -0.209
C7 -1.9579 0.7705 1.6810  -0.026
C8 -2.3237 1.2694 0.3040  -0.512
O4 -3.3330 0.9002 -0.2486  0.106
O5 -1.5538 2.2018 -0.2761  0.119
C9 -0.2955 0.3958 3.5277  -0.462
O6 -1.1312 0.6257 4.3529  0.143
O7 0.9073 -0.1084 3.8633  0.133
H1 1.0856 -2.8448 0.0386  0.072
H2 2.3077 -2.2013 1.0046  0.098
H3 2.6940 -0.5617 -0.7932  0.150
H4 0.2273 -1.8801 -1.9090  0.109
H5 1.8219 -2.0135 -2.4758  0.118
H6 0.8971 -0.4859 -3.9860  0.125
H7 1.6684 0.5888 -2.8755  0.118
H8 -2.1024 0.4851 -1.9805  0.090
H9 0.0848 -1.2693 1.3571  0.165
H10 0.0079 1.6637 1.8458  0.177
H11 -2.4235 1.4270 2.4341  0.150
H12 -2.4467 -0.1956 1.7917  0.142
H13 -0.6042 2.1272 -0.0494  0.079
H14 1.4195 -0.1778 3.0557  0.093

Atoms 1-2, force components in eV/Å:
0.5764 0.3262 0.8082
-0.5672 -0.0372 0.2495

* SMILES: N[C@@H](CCC(=O)O)C(=O)N[C@@H](CC(=O)O)C(=O)O
* Kohn-Sham gap: 10.27 eV
* energy above the lowest of the compared OMol25 structures with the same formula, charge and spin: 0.444 eV
* spin multiplicity: 1
* E_LUMO: -0.001 Eh
* HOMO energy: -10.31 eV